The following is a DFT calculation (ωB97M-V/def2-TZVPD) of a cluster of 3 separate species, C12H22BrN2O5P in total at a distorted geometry.

Structure (XYZ):
```
43
Properties=species:S:1:pos:R:3:mulliken_charge:R:1
C 1.04368 1.83950 -0.02375 -0.70
C -0.39020 1.18695 -0.55443 -0.16
O -1.49297 1.30853 0.40992 -0.34
P -1.28214 0.21638 1.77648 0.78
O -2.71985 0.21260 2.51134 -0.70
O -0.18916 0.95492 2.90707 -0.49
O -0.96439 -1.42643 1.35344 -0.17
C 0.42816 -1.83834 1.50913 -0.24
C 1.20180 -2.03163 0.03804 0.36
O 0.44097 -2.65173 -0.90666 -0.45
Br 3.05850 -1.36772 -0.31981 -0.11
H 0.86173 2.99733 0.09264 0.20
H 1.47463 1.31722 0.93000 0.23
H 1.80687 1.72501 -0.92710 0.34
H -0.69830 1.86427 -1.48885 0.30
H -0.25711 0.09923 -1.00666 0.14
H -0.05008 1.91684 2.62735 0.37
H 0.39954 -2.94474 1.95909 0.26
H 1.07550 -1.21483 2.25407 0.39
C -1.39299 -5.21989 0.95213 -0.84
C -0.98213 -6.55294 0.34048 -0.47
C -1.50190 -7.75960 1.12152 -0.45
C -0.90965 -7.85427 2.46315 0.26
N -0.44643 -7.92727 3.52402 -0.43
H -0.96480 -5.08789 1.95073 0.31
H -1.03857 -4.39446 0.32663 0.13
H -2.48204 -5.14287 1.03066 0.31
H 0.11109 -6.59297 0.26396 0.29
H -1.37608 -6.60191 -0.68188 0.31
H -1.25966 -8.67149 0.56228 0.29
H -2.59332 -7.71493 1.19708 0.28
C -0.37543 6.74328 -2.67772 -1.06
C 0.77905 7.09299 -1.74779 -0.42
C 2.08513 6.39111 -2.11891 -0.45
C 2.00275 4.93319 -1.95343 0.25
N 1.93732 3.78199 -1.82774 -0.40
H -0.62667 5.67941 -2.62259 0.28
H -1.26855 7.31077 -2.39760 0.32
H -0.13059 6.98668 -3.71645 0.31
H 0.49761 6.84970 -0.71618 0.29
H 0.94087 8.17698 -1.78774 0.31
H 2.88620 6.77583 -1.47606 0.26
H 2.36161 6.63520 -3.14988 0.29
```

Output
frontier orbital gap: 9.140 eV
E_tot: -105346.8080 eV
total charge: 0
2S+1: 1
highest occupied orbital energy: -10.000 eV
SMILES: CCO[P@](=O)(O)OCC(=O)Br.CCCC#N.CCCC#N



The following is a DFT calculation (ωB97M-V/def2-TZVPD) of a cluster of 5 separate species, C12H22Cl3N4 in total at a distorted geometry.

Structure (XYZ):
```
41
Properties=species:S:1:pos:R:3:mulliken_charge:R:1
C 3.96472 2.52113 -2.06901 -1.05
C 4.67275 3.58915 -1.19033 -0.43
N 4.02850 4.95111 -1.36389 0.13
C 4.15558 5.91245 -2.40331 -0.38
C 3.02999 6.67229 -2.37173 -0.29
N 2.36007 6.52085 -1.19090 0.18
C 2.90459 5.39972 -0.64028 -0.19
C 1.30622 7.31337 -0.63764 -0.80
H 3.93044 2.78754 -3.12539 0.34
H 2.90748 2.45449 -1.81224 0.33
H 4.39313 1.54652 -1.83519 0.37
H 5.67830 3.56527 -1.61033 0.27
H 4.70665 3.27818 -0.14618 0.36
H 4.95504 5.82764 -3.12447 0.41
H 2.84248 7.39863 -3.14869 0.39
H 2.55917 4.79593 0.18587 0.38
H 0.68518 7.66622 -1.46099 0.33
H 1.69199 8.10849 0.00038 0.32
H 0.69626 6.71761 0.04144 0.33
C -2.01454 -6.96533 1.97997 -1.00
C -2.70823 -5.72489 2.41251 -0.82
N -2.82328 -4.75038 1.36812 0.20
C -3.53465 -4.88353 0.15660 -0.18
C -3.23733 -3.75568 -0.59557 -0.54
N -2.17431 -3.11839 0.11315 0.14
C -2.09298 -3.59259 1.34465 -0.07
C -1.30312 -1.93025 -0.28752 -0.88
H -2.52691 -7.50507 1.18356 0.35
H -1.96670 -7.71999 2.76500 0.37
H -0.97823 -6.73504 1.73271 0.28
H -2.33334 -5.25081 3.31959 0.44
H -3.71395 -5.80296 2.82549 0.49
H -4.19715 -5.71799 -0.02002 0.47
H -3.39037 -3.50470 -1.63480 0.35
H -1.44914 -3.24518 2.13911 0.38
H -1.06695 -1.31015 0.57723 0.35
H -1.80971 -1.40591 -1.09780 0.31
H -0.35509 -2.36607 -0.60277 0.33
Cl -2.08479 -1.64606 6.11760 -0.98
Cl -8.53514 -5.93668 -0.68366 -0.99
Cl -7.17261 -4.15895 4.78972 -0.99
```

Output
frontier orbital gap: 0.259 eV
E_tot: -56323.0637 eV
energy above the lowest of the compared OMol25 structures with the same formula, charge and spin: 503.6 kJ/mol
total charge: -1
2S+1: 1
highest occupied orbital energy: -1.871 eV



The following is a DFT calculation (ωB97M-V/def2-TZVPD) of a cluster of 5 separate species, C12H22ClN2O10 in total at a distorted geometry.

Structure (XYZ):
```
47
Properties=species:S:1:pos:R:3:mulliken_charge:R:1
Cl 1.70771 17.00394 -9.98926 1.58
O 1.47359 16.48652 -8.65616 -0.65
O 0.82313 16.15070 -10.75360 -0.67
O 1.32657 18.40770 -10.09872 -0.63
O 3.06336 16.77729 -10.51793 -0.64
O 2.73013 18.29964 -17.31424 -0.66
C 2.55296 17.19855 -16.74844 0.70
N 1.75821 17.17002 -15.67916 -0.36
C 3.15368 15.87181 -17.19205 -0.96
H 1.35536 18.07836 -15.49830 0.23
H 1.62726 16.39349 -15.04673 0.20
H 3.91225 15.97137 -17.96843 0.27
H 2.23721 15.37271 -17.50679 0.27
H 3.63441 15.23586 -16.44870 0.32
O 6.32537 18.66975 -4.29856 -0.60
C 6.05970 17.95120 -5.23641 0.61
N 5.01565 18.25119 -6.04349 -0.38
C 6.66860 16.56553 -5.58026 -0.93
H 4.31055 17.55352 -6.23368 0.22
H 4.62449 19.16040 -5.84242 0.23
H 5.92343 15.77362 -5.50475 0.32
H 7.36705 16.32873 -4.77765 0.29
H 7.17227 16.59593 -6.54644 0.25
O -3.33322 19.15728 -5.92973 -0.59
C -2.18314 19.58805 -5.57814 0.47
O -1.40018 20.56423 -6.26324 -0.33
C -0.09150 20.57441 -5.71160 -0.32
C -0.12106 19.69903 -4.43122 -0.40
C -1.25449 18.85397 -4.56902 -0.43
H 0.10120 21.58635 -5.35529 0.24
H 0.72122 20.33246 -6.39647 0.29
H -0.27918 20.25990 -3.51006 0.25
H 0.74022 19.03766 -4.33693 0.26
H -1.85467 18.61008 -3.69243 0.31
H -0.90923 17.89128 -4.94602 0.23
O 8.68662 22.78873 -12.31690 -0.61
C 8.27314 22.24698 -11.27422 0.51
O 7.01559 21.86957 -11.14096 -0.35
C 6.78886 20.78165 -10.30099 -0.32
C 8.02918 20.84561 -9.41343 -0.52
C 9.08098 21.58336 -10.27728 -0.28
H 6.64315 19.80659 -10.76588 0.25
H 5.88740 20.96131 -9.71516 0.26
H 8.24788 19.82075 -9.11354 0.30
H 7.95184 21.21359 -8.39033 0.27
H 9.77716 20.83717 -10.66024 0.23
H 9.62757 22.35473 -9.73476 0.26
```

Output
frontier orbital gap: 8.145 eV
E_tot: -48772.3476 eV
energy above the lowest of the compared OMol25 structures with the same formula, charge and spin: 111.0 kJ/mol
total charge: -1
2S+1: 1
highest occupied orbital energy: -5.935 eV



The following is a DFT calculation (ωB97M-V/def2-TZVPD) of a structure of composition C12H22F6N2O3S2SbTi at a distorted geometry.

Structure (XYZ):
```
49
Properties=species:S:1:pos:R:3:mulliken_charge:R:1
Ti -0.09901 0.07102 -0.44318 0.62
C 1.05819 -3.86178 2.60712 -0.92
N 0.04869 -2.89688 2.23562 0.08
C -1.30421 -3.41348 2.13512 -1.03
C 0.35319 -1.82328 1.44122 1.00
O -0.56491 -1.18298 0.83762 -0.38
C 1.77169 -1.30048 1.34792 -0.98
O 1.71779 0.06442 0.94432 -0.18
C 1.51759 0.99782 1.99962 -0.76
C 0.28179 1.82072 1.66712 0.62
O -0.42751 1.47602 0.68582 -0.23
N -0.11131 2.84852 2.46702 0.14
C 0.75079 3.43402 3.46252 -0.94
C -1.26421 3.62512 2.05822 -1.03
H 0.66779 -4.45958 3.43062 0.32
H 1.97099 -3.37168 2.93752 0.32
H 1.30699 -4.53198 1.77852 0.32
H -1.59601 -3.83138 3.09852 0.38
H -1.37521 -4.18048 1.35712 0.34
H -1.96361 -2.58868 1.86802 0.32
H 2.35249 -1.82448 0.57342 0.36
H 2.30979 -1.39588 2.30102 0.62
H 2.41349 1.63522 2.07172 0.52
H 1.37759 0.46762 2.95382 0.55
H 1.28409 2.66082 4.01402 0.35
H 0.13059 3.99362 4.16232 0.29
H 1.47739 4.12192 3.01702 0.32
H -1.85481 3.02982 1.36362 0.31
H -0.96171 4.54972 1.56362 0.34
H -1.86291 3.86052 2.93612 0.36
C -2.38701 1.45612 -4.20558 -1.78
C -2.03281 0.59392 -3.03198 0.57
S -2.00501 1.34862 -1.50608 -0.48
C -1.82491 -0.76838 -3.15748 0.54
C -2.21471 -1.53118 -4.38638 -1.51
S -1.17771 -1.69278 -1.88158 -0.48
H -2.24721 2.49672 -3.92568 0.42
H -3.42611 1.31152 -4.50198 0.35
H -1.74981 1.22662 -5.05688 0.36
H -2.72781 -0.90508 -5.10828 0.38
H -2.87201 -2.34568 -4.08668 0.31
H -1.33321 -1.97328 -4.84768 0.28
F 0.96299 1.46642 -1.69218 -0.74
Sb 2.44319 0.40992 -2.52318 2.59
F 1.24809 0.01702 -3.96158 -0.55
F 1.66109 -1.11798 -1.51238 -0.63
F 3.75319 -0.83058 -3.12738 -0.54
F 3.46719 0.87582 -0.96498 -0.60
F 3.05709 1.96852 -3.39518 -0.53
```

Output
frontier orbital gap (alpha / beta): 4.923 / 4.920 eV
E_tot: -89556.2149 eV
energy above the lowest of the compared OMol25 structures with the same formula, charge and spin: 245.1 kJ/mol
total charge: 0
2S+1: 2
highest occupied orbital energy (alpha / beta): -5.450 / -5.461 eV



The following is a DFT calculation (ωB97M-V/def2-TZVPD) of a structure of composition C12H22F6N8OPdSSb at a distorted geometry.

Structure (XYZ):
```
52
Properties=species:S:1:pos:R:3:mulliken_charge:R:1
Pd -0.64594 -0.44294 1.07163 0.59
O -2.13362 -0.25929 3.45420 -0.38
C -2.00709 -1.66090 3.64770 -0.76
C -2.43670 -2.35866 2.38771 1.09
C -3.12001 -3.56304 2.46291 -0.83
C -3.49663 -4.21134 1.30101 -0.38
C -3.22611 -3.60774 0.08200 -0.94
C -2.54915 -2.40870 0.06825 -0.15
N -2.14728 -1.79924 1.19514 0.64
H -1.70750 0.19243 4.19251 0.30
H -2.62832 -1.98387 4.48668 0.49
H -0.96580 -1.94134 3.86348 0.26
H -3.34036 -3.98676 3.43219 0.47
H -3.99984 -5.16665 1.35173 0.45
H -3.51870 -4.07446 -0.84642 0.47
H -2.32032 -1.92089 -0.86815 0.33
C 4.01163 -1.39981 -3.65880 -1.61
C 3.44134 -0.27615 -2.82116 0.01
N 1.98550 -0.32654 -2.82603 -0.19
C 1.10498 0.41907 -2.17582 0.99
S -0.43570 -0.36828 -1.88147 -0.06
N 1.22944 1.65661 -1.76970 0.05
C 2.31535 2.62364 -1.91377 -0.34
C 2.28145 3.58642 -0.74070 -1.34
H 5.09721 -1.37642 -3.61521 0.40
H 3.70693 -1.30236 -4.70176 0.40
H 3.68669 -2.37720 -3.29876 0.45
H 3.79981 0.68772 -3.18846 0.30
H 3.79562 -0.36808 -1.78633 0.24
H 1.63533 -1.24179 -3.07934 0.27
H 0.46789 1.99520 -1.18832 -0.03
H 2.15654 3.16082 -2.85436 0.43
H 3.28217 2.12995 -1.94628 0.25
H 1.31168 4.07962 -0.65948 0.30
H 3.04380 4.35099 -0.86555 0.42
H 2.48356 3.04583 0.18207 0.27
F 0.35764 -2.04858 1.47230 -0.74
Sb 2.75399 -0.77497 1.27421 1.61
F 1.67739 -1.16259 -0.38425 -0.50
F 0.75758 0.90306 0.76796 -0.52
F 3.41116 0.67373 0.12146 -0.61
F 0.45065 -0.00574 3.07196 -0.08
F 4.00061 -1.82737 0.23774 -0.55
N -2.43236 4.37006 0.27303 -0.53
N -2.45707 3.07004 0.59751 1.18
N -3.51220 2.52697 1.16475 -1.00
C -3.17718 1.25935 1.24828 -0.43
N -1.95165 1.05983 0.73888 0.58
N -1.50897 2.23858 0.31540 -0.38
H -3.19395 4.89453 0.67887 0.32
H -1.52698 4.81268 0.25022 0.26
H -3.80656 0.50455 1.67834 0.52
```

Output
frontier orbital gap (alpha / beta): 5.063 / 4.638 eV
E_tot: -63906.3541 eV
energy above the lowest of the compared OMol25 structures with the same formula, charge and spin: 510.0 kJ/mol
total charge: +2
2S+1: 2
highest occupied orbital energy (alpha / beta): -15.714 / -15.707 eV